1.
# C18H19Cl5NO8OsP2

A structure of composition C18H19Cl5NO8OsP2 (wB97M-V/def2-TZVPD, the OMol25 dataset).

Geometry as XYZ:
```
54
Properties=species:S:1:pos:R:3:forces:R:3
Os 1.3153 -0.1223 0.5147 -0.6873 0.2535 -0.9264
Cl 4.3933 4.5471 1.4996 0.0347 -0.0342 -0.0635
Cl 0.4549 3.3290 4.9601 -0.0391 -0.0710 0.0061
Cl 3.9598 1.8623 0.0533 0.0192 0.0285 -0.1561
Cl -0.0084 -0.6283 2.4494 0.2200 -0.4450 1.0059
Cl 2.6028 5.3224 3.9114 0.0156 0.1074 0.0596
P -1.5183 0.0784 0.6267 -2.0707 0.3789 1.0813
P -1.3585 -1.2354 4.4277 -0.2382 0.0287 -0.1967
O -1.1849 -1.5767 0.2336 -0.5397 -0.5188 0.1935
O 0.3186 0.8989 3.5669 0.3282 -0.2585 -0.6903
O -0.5433 0.8871 -0.1813 1.9349 -0.1946 -0.3480
O -1.7792 0.1004 5.0886 -0.2485 -0.2324 0.0175
O -3.0337 0.2444 0.1839 0.3111 0.0588 -0.5691
O -0.3543 -2.1423 4.9599 0.0159 0.0533 0.0576
O 3.3144 -0.4111 -2.9718 0.0332 0.0055 0.0525
O 2.5223 -0.4984 -0.9048 -1.0099 -0.1731 0.3586
N 0.1975 -3.1695 1.1039 -0.4552 -0.4070 0.5233
C 0.1474 -1.4442 -2.7392 -0.0119 -0.0709 -0.0392
C 0.9460 -0.2999 -2.7576 -0.0054 0.1184 0.1200
C 1.1965 1.6986 2.9440 0.2553 0.4948 0.4776
C 3.1557 3.4769 2.0139 -0.1925 0.3488 0.5310
C 2.3556 -0.3903 -2.2642 0.3164 -0.0132 -0.1967
C 1.3473 2.1331 -3.3475 -0.0022 -0.0114 -0.0136
C 0.6961 -2.7630 -2.2594 0.0276 -0.0557 0.0189
C -1.1339 -1.3685 -3.2665 0.0160 -0.0042 -0.0063
C 1.9132 1.3748 1.7644 -0.1618 0.3979 0.3646
C -2.7337 -1.9123 3.5043 -0.1000 0.0355 0.0929
C 0.4902 0.8972 -3.3102 0.0541 0.0088 0.1115
C -0.7961 0.9291 -3.8339 -0.0710 0.0110 0.0584
C -1.6217 -0.1878 -3.8200 -0.0319 0.0167 0.0190
C -0.2420 -1.9071 1.1005 2.2635 0.9485 -1.0698
C 2.9302 2.2769 1.3694 -0.3628 -0.4531 -0.0484
C -3.0118 -0.1246 -4.3943 -0.0178 0.0219 0.0139
C 2.3605 3.8312 3.1207 0.1006 -0.3195 -0.3697
C 1.4007 2.9425 3.5746 0.2190 0.0100 -0.1494
H -2.5729 -1.8447 2.4289 0.0455 0.0161 -0.0159
H -1.7517 -2.2605 -3.2852 0.0009 0.0084 0.0070
H 1.7724 2.2718 -4.3430 0.0040 -0.0043 0.0025
H -1.1612 1.8548 -4.2662 0.0052 -0.0053 -0.0141
H -3.6397 -1.3604 3.7471 0.0079 0.0037 0.0101
H 0.7507 3.0144 -3.1121 0.0118 0.0038 -0.0142
H -3.3324 -1.0979 -4.7633 0.0019 -0.0034 0.0022
H 1.0885 -2.7202 -1.2404 0.0085 0.0492 -0.0724
H 1.5301 -3.0835 -2.8869 -0.0222 -0.0090 -0.0317
H 2.1798 2.0859 -2.6467 -0.0094 0.0120 0.0220
H -2.8248 -2.9609 3.7889 0.0185 -0.0030 0.0046
H -3.1906 0.7301 -0.6416 -0.0416 -0.1035 -0.1212
H 1.0020 -1.2635 3.0908 -0.3804 -0.1820 -0.0940
H 0.6067 -3.5774 1.9303 0.1405 0.0516 -0.0512
H -3.0648 0.5873 -5.2168 0.0061 -0.0034 -0.0048
H -0.0713 -3.5360 -2.3065 -0.0012 -0.0085 0.0040
H -0.2100 -3.8040 0.4305 0.0159 0.0103 -0.0044
H -2.0694 0.1193 6.0153 0.2454 0.1205 0.0608
H -3.7396 0.1967 -3.6435 0.0234 -0.0174 -0.0101
```
Positions in Å, forces in eV/Å.

* 2S+1: 1
* HOMO-LUMO gap (alpha / beta): 5.408 / 5.407 eV
* HOMO level (alpha / beta): -10.77 / -10.77 eV
* charge: +1

2.
# C18H19ClN

The ion C18H19ClN with charge +1 (wB97M-V/def2-TZVPD, the OMol25 dataset).

Geometry as XYZ:
```
39
Properties=species:S:1:pos:R:3:forces:R:3
Cl 5.4015 -0.2762 2.9718 0.6339 0.0309 -0.0645
N -0.2770 -0.3315 -0.0720 -0.2431 -0.4631 -2.9229
C 3.7704 -0.2559 2.4954 -1.2885 -0.0277 0.0960
C 3.0622 -1.4589 2.4153 -0.4287 0.0668 0.0334
C 1.6898 -1.4409 2.1647 0.1990 0.2835 -0.3285
C -0.2846 0.6434 -2.4505 -0.2413 -0.0850 0.0362
C -1.1602 0.4596 -5.1440 0.0512 -0.0289 0.6364
C -0.0525 -0.2861 -4.7039 -0.1324 0.1501 0.2141
C 1.7221 0.9822 2.0917 0.5297 -0.2114 -0.2970
C -1.2809 0.9801 1.7240 -0.5569 -0.5372 0.3406
C 3.0997 0.9591 2.3304 -0.2633 -0.0473 0.1684
C 0.1882 0.8358 -1.0043 0.3387 -0.2061 -0.2622
C -2.6560 -0.9148 2.2028 -0.1000 -0.3467 -0.4245
C -0.3922 -0.2232 1.4037 -0.0726 0.1935 1.3093
C 1.0397 -0.2211 1.9504 -0.5745 0.0678 -0.1392
C 0.3875 -0.1847 -3.3680 -0.0614 0.0438 -0.2399
C -1.4004 1.3545 -2.8945 -0.1061 0.0598 -0.1046
C -1.8435 1.2646 -4.2203 0.0975 -0.0879 0.0455
C -2.5375 0.5800 2.0384 0.9455 0.4602 0.5998
C -1.2406 -1.4328 1.8482 -0.1575 -0.3848 0.9788
H -0.8288 1.9830 1.7444 -0.8088 -0.4432 -0.1806
H 3.5620 -2.4045 2.5722 0.1046 0.0568 0.0608
H -1.1935 -0.6424 -0.4447 0.2820 0.4799 0.2234
H 1.2835 0.7930 -1.0347 -0.2459 0.1221 0.5083
H -2.8789 -1.2442 3.2430 -0.1070 0.6262 -0.6493
H 3.6483 1.8846 2.4239 0.0512 0.0310 0.0552
H -1.8934 2.0171 -2.1801 -0.0779 -0.1494 -0.3095
H 0.4591 -0.9487 -5.4155 -0.1250 0.3935 0.4702
H -0.1533 1.7949 -0.5656 0.1251 -0.7519 -0.2681
H 1.1020 -2.3652 2.1181 0.5178 0.2678 -0.0054
H -0.8440 -1.7842 2.8068 0.2323 -0.0648 -0.3849
H -1.4994 0.4174 -6.1863 0.2112 -0.0683 0.5237
H -2.7344 1.8211 -4.5267 0.4188 -0.1477 0.0821
H 0.3284 -1.1349 -0.3071 -0.0301 0.3504 0.2630
H 1.2887 -0.7232 -3.0572 -0.2984 0.1000 -0.1228
H 1.1849 1.9290 1.9834 0.4471 -0.2956 0.0267
H -3.4469 -1.3485 1.5740 0.1486 0.1618 0.1059
H -3.3821 1.2262 2.3056 0.5272 -0.0856 -0.2041
H -1.2378 -2.3039 1.1675 0.0582 0.4868 0.1301
```
Positions in Å, forces in eV/Å.

* structure (SMILES): Clc1ccc([C@]2([NH2+]Cc3ccccc3)C=CCC2)cc1
* 2S+1: 1
* HOMO-LUMO gap: 9.599 eV
* HOMO level: -12.16 eV
* charge: +1

| no. | electronic energy (a.u.) | maximum force (eV/A) |
| --- | --- | --- |
| 1 | -4427.8626 | 2.7 |
| 2 | -1211.9993 | 3.0 |